Entry from OMol25: a structure of composition C30H24BrMnNP2S2 (ωB97M-V/def2-TZVPD).

Properties
- E_HOMO (alpha / beta): -0.2401 / -0.2736 hartree
- ⟨S²⟩: 8.7593
- Kohn-Sham gap (alpha / beta): 6.30 / 7.16 eV
- 2S+1: 6

Geometry as XYZ:
```
61
Properties=species:S:1:pos:R:3:nbo_charge:R:1
Mn 0.18 0.39 0.20 1.311
S -2.28 0.37 1.33 -0.707
P -1.92 -1.53 0.73 1.454
C -0.62 -1.47 -0.32 -1.738
P 0.84 -2.14 -0.74 1.450
S 2.17 -0.59 -0.92 -0.706
C 1.50 -3.35 0.46 -0.423
C 0.73 -4.49 0.70 -0.185
C 1.12 -5.40 1.67 -0.207
C 2.28 -5.18 2.40 -0.205
C 3.05 -4.05 2.16 -0.222
C 2.65 -3.13 1.20 -0.146
C 0.82 -3.07 -2.30 -0.317
C -0.21 -2.83 -3.20 -0.221
C -0.24 -3.50 -4.41 -0.203
C 0.76 -4.41 -4.73 -0.205
C 1.79 -4.65 -3.83 -0.215
C 1.82 -3.98 -2.61 -0.196
C -3.41 -2.27 0.02 -0.421
C -4.68 -1.92 0.48 -0.122
C -5.79 -2.56 -0.04 -0.233
C -5.64 -3.55 -1.01 -0.205
C -4.38 -3.89 -1.47 -0.204
C -3.26 -3.25 -0.96 -0.193
C -1.58 -2.56 2.20 -0.302
C -2.34 -3.67 2.54 -0.216
C -1.98 -4.44 3.64 -0.217
C -0.86 -4.12 4.38 -0.207
C -0.09 -3.01 4.04 -0.199
C -0.46 -2.23 2.95 -0.207
H -0.18 -4.66 0.13 0.220
H 0.52 -6.28 1.86 0.217
H 2.59 -5.89 3.16 0.213
H 3.95 -3.87 2.73 0.211
H 3.24 -2.24 1.01 0.229
H -0.98 -2.11 -2.93 0.239
H -1.04 -3.31 -5.11 0.212
H 0.73 -4.94 -5.67 0.212
H 2.56 -5.37 -4.07 0.214
H 2.62 -4.17 -1.91 0.222
H -4.78 -1.15 1.22 0.226
H -6.78 -2.29 0.31 0.214
H -6.52 -4.04 -1.41 0.213
H -4.26 -4.65 -2.23 0.213
H -2.27 -3.49 -1.32 0.229
H -3.22 -3.94 1.97 0.223
H -2.57 -5.31 3.91 0.212
H -0.57 -4.73 5.23 0.212
H 0.79 -2.75 4.61 0.215
H 0.13 -1.36 2.68 0.206
Br 3.12 1.94 1.86 0.119
C 1.86 2.99 0.93 0.154
C 2.24 4.18 0.34 -0.259
C 1.28 4.91 -0.34 -0.125
C -0.03 4.44 -0.37 -0.250
C -0.31 3.26 0.28 0.038
N 0.61 2.52 0.91 -0.570
H 3.27 4.51 0.40 0.244
H 1.55 5.83 -0.83 0.231
H -0.81 4.99 -0.88 0.238
H -1.31 2.84 0.31 0.235
```

Entry from OMol25: a cluster of 2 separate species, H7N3O in total (ωB97M-V/def2-TZVPD).

Properties
- E_HOMO: -0.3253 hartree
- SMILES string: NN.NO
- Kohn-Sham gap: 9.50 eV
- 2S+1: 1

Geometry as XYZ:
```
11
Properties=species:S:1:pos:R:3:nbo_charge:R:1
N 2.27 -1.18 -0.78 -0.677
N 1.71 -0.31 0.25 -0.666
H 3.27 -0.95 -0.79 0.343
H 2.24 -2.13 -0.44 0.336
H 0.93 -0.82 0.70 0.326
H 1.16 0.39 -0.27 0.338
N -2.77 1.41 0.45 -0.499
O -1.40 1.35 0.27 -0.568
H -3.13 1.21 -0.47 0.318
H -3.09 0.63 1.04 0.316
H -1.20 0.42 0.06 0.434
```

Let's list strongest force on any atom in order: 0.6 2.0 eV/Å.
Let's list energy above the lowest of the compared OMol25 structures with the same formula, charge and spin in order: 0.535 0.227 eV.